# 1
DFT (the ωB97M-V functional and the def2-TZVPD basis) results for C2H6N2O as an isolated structure.

Properties
- Charge: 0
- LUMO energy: 0.6 eV
- Orbital gap: 0.369 hartree
- Total energy: -264.47190 hartree
- Energy relative to the best compared isomer or geometry (same formula, charge and spin): 303.0 kJ/mol

Cartesian coordinates (Å):
C (-1.88, 1.70, -0.71)
C (0.89, -1.23, 1.34)
N (-2.36, 2.39, -1.53)
N (0.75, -2.12, 0.51)
O (-1.30, 0.97, -0.04)
H (2.33, -0.57, -0.86)
H (0.23, -0.29, 1.53)
H (1.88, -1.29, 1.80)
H (2.90, -0.22, -0.46)
H (-3.24, 2.86, -1.52)
H (-0.22, -2.21, -0.05)

# 2
DFT (the ωB97M-V functional and the def2-TZVPD basis) results for a 2-piece molecular cluster, CH6N3O overall.

Properties
- Charge: +1
- LUMO energy (alpha / beta): -7.3 / -7.5 eV
- Orbital gap (alpha / beta): 0.334 / 0.330 hartree
- Total energy: -280.68176 hartree
- Energy relative to the best compared isomer or geometry (same formula, charge and spin): 660.6 kJ/mol

Cartesian coordinates (Å):
C (-1.75, -0.43, 0.09)
N (0.47, 1.50, -0.15)
N (2.42, -0.60, 0.21)
N (0.57, 0.33, -0.09)
O (-0.29, -0.62, 0.06)
H (-2.10, 0.09, -0.86)
H (-1.83, 0.28, 1.00)
H (-2.47, -1.29, 0.15)
H (-0.37, 1.94, 0.07)
H (3.09, 0.14, -0.01)
H (2.27, -1.33, -0.48)

# 3
DFT (the ωB97M-V functional and the def2-TZVPD basis) results for an isolated ion of composition C7H16N3P and charge +2.

Properties
- Charge: +2
- LUMO energy (alpha / beta): -7.7 / -7.7 eV
- Orbital gap (alpha / beta): 0.297 / 0.297 hartree
- Total energy: -781.21378 hartree
- Energy relative to the best compared isomer or geometry (same formula, charge and spin): 119.4 kJ/mol

Cartesian coordinates (Å):
C (2.75, 1.51, -2.10)
C (1.73, 2.42, -2.23)
C (0.40, 0.76, -1.34)
C (-1.02, -1.93, 1.89)
C (-2.69, -0.24, 2.38)
C (-0.49, -0.19, -0.72)
C (-0.97, 0.22, 0.69)
N (2.48, 0.36, -1.53)
N (0.51, 1.96, -1.80)
N (-1.82, -0.82, 1.33)
P (2.86, -1.26, -1.37)
H (3.76, 1.74, -2.43)
H (1.81, 3.41, -2.64)
H (-1.68, -2.72, 2.25)
H (-0.36, -2.36, 1.15)
H (-0.43, -1.57, 2.73)
H (-2.09, 0.19, 3.18)
H (-3.33, 0.54, 1.96)
H (-3.33, -1.01, 2.80)
H (-1.36, -0.33, -1.39)
H (0.05, -1.15, -0.69)
H (-1.55, 1.14, 0.62)
H (-0.11, 0.40, 1.34)
H (-0.27, 2.61, -1.88)
H (-2.44, -1.22, 0.62)
H (3.83, -1.07, -0.38)
H (3.76, -1.36, -2.43)

# 4
DFT (the ωB97M-V functional and the def2-TZVPD basis) results for a 2-piece molecular cluster, C3H10NO overall.

Properties
- Charge: +2
- LUMO energy (alpha / beta): -11.2 / -14.5 eV
- Orbital gap (alpha / beta): 0.273 / 0.153 hartree
- Multiplicity: 2
- Total energy: -249.47025 hartree
- ⟨S²⟩: 0.7527
- Energy relative to the best compared isomer or geometry (same formula, charge and spin): 343.3 kJ/mol

Cartesian coordinates (Å):
C (1.99, 0.46, 0.20)
C (0.61, 0.37, 0.79)
C (0.38, 0.44, 2.17)
N (-0.35, -0.41, -0.12)
H (2.15, -0.45, -0.37)
H (2.04, 1.29, -0.53)
H (2.73, 0.66, 0.98)
H (-0.60, 0.56, 2.66)
H (1.27, 0.60, 2.77)
H (0.35, -0.84, -0.73)
H (-1.05, 0.23, -0.54)
H (-0.80, -1.19, 0.38)
H (-3.47, -0.29, -2.13)
H (-2.72, -0.97, -3.18)
O (-2.55, -0.45, -2.38)

# 5
DFT (the ωB97M-V functional and the def2-TZVPD basis) results for C5H13N3 as an isolated structure.

Properties
- Charge: 0
- LUMO energy: 0.9 eV
- Orbital gap: 0.234 hartree
- Total energy: -362.43662 hartree
- Energy relative to the best compared isomer or geometry (same formula, charge and spin): 382.4 kJ/mol

Cartesian coordinates (Å):
C (-1.35, -0.56, 0.23)
C (-0.66, -1.04, -0.99)
C (-2.40, 0.51, 0.13)
C (1.32, 0.13, -0.01)
N (1.25, 1.37, -0.76)
N (2.65, 0.01, 0.49)
N (0.07, 0.37, 1.18)
C (0.83, -1.07, -0.68)
H (-1.55, -1.33, 0.97)
H (2.03, 1.38, -1.42)
H (0.39, 1.43, -1.29)
H (2.81, -0.88, 0.95)
H (2.90, 0.80, 1.07)
H (0.12, 1.37, 1.40)
H (0.30, -0.31, 1.90)
H (-0.98, -2.06, -1.21)
H (-0.89, -0.41, -1.86)
H (1.22, -2.02, -0.32)
H (-3.25, 0.11, -0.45)
H (-2.77, 0.84, 1.10)
H (-2.04, 1.38, -0.42)

# 6
DFT (the ωB97M-V functional and the def2-TZVPD basis) results for C5H12NO as an isolated structure.

Properties
- Charge: -1
- LUMO energy: 4.1 eV
- Orbital gap: 0.251 hartree
- Total energy: -327.57139 hartree
- Energy relative to the best compared isomer or geometry (same formula, charge and spin): 327.3 kJ/mol

Cartesian coordinates (Å):
C (-2.22, -1.44, 0.03)
O (-1.42, -1.52, -1.06)
C (0.53, 0.68, 1.21)
C (1.11, 0.69, -0.21)
C (1.56, -0.68, -0.67)
C (-0.11, 1.12, -1.04)
N (0.86, 1.58, 2.09)
H (-1.68, -1.71, 0.98)
H (-2.52, -0.37, 0.24)
H (-0.29, -0.05, 1.27)
H (1.87, 1.47, -0.17)
H (0.73, -1.37, -0.64)
H (2.39, -1.08, -0.06)
H (1.92, -0.64, -1.70)
H (-0.81, 0.26, -1.13)
H (-0.57, 2.06, -0.74)
H (0.31, 1.27, -2.04)
H (-3.16, -2.01, -0.06)
H (1.73, 0.90, 1.87)